(1)
{"formula": "C32H47OSi", "method": "the ωB97M-V functional and the def2-TZVPD basis", "multiplicity": 1, "homo_lumo_gap_ev": 5.118, "charge": 1, "elements": ["C", "C", "C", "C", "C", "C", "C", "C", "C", "C", "C", "C", "C", "C", "C", "C", "C", "C", "C", "C", "C", "C", "H", "H", "H", "H", "H", "H", "H", "H", "H", "H", "H", "H", "H", "H", "H", "H", "H", "H", "H", "H", "H", "H", "H", "H", "H", "H", "H", "H", "H", "C", "C", "Si", "C", "C", "C", "C", "C", "C", "C", "C", "O", "H", "H", "H", "H", "H", "H", "H", "H", "H", "H", "H", "H", "H", "H", "H", "H", "H", "H"], "coordinates": [[4.703, -3.190, -0.402], [4.217, -1.787, -0.498], [3.039, -1.410, 0.115], [2.544, -0.115, 0.023], [1.264, 0.136, 0.742], [3.245, 0.849, -0.720], [2.779, 2.297, -0.853], [2.822, 3.035, 0.486], [1.416, 2.467, -1.551], [1.302, 1.877, -2.907], [0.137, 1.710, -3.643], [0.221, 1.096, -4.947], [1.510, 0.578, -5.492], [-0.914, 0.954, -5.713], [-2.161, 1.376, -5.273], [-3.362, 1.220, -6.132], [-2.262, 1.941, -4.010], [-1.174, 2.119, -3.186], [-1.439, 2.731, -1.853], [4.451, 0.472, -1.328], [5.283, 1.435, -2.107], [4.913, -0.831, -1.211], [5.643, -3.322, -0.943], [4.868, -3.469, 0.641], [3.965, -3.871, -0.832], [2.492, -2.144, 0.684], [0.969, 1.178, 0.750], [0.450, -0.427, 0.284], [1.348, -0.172, 1.786], [3.493, 2.812, -1.514], [3.818, 3.003, 0.927], [2.537, 4.080, 0.371], [2.141, 2.605, 1.215], [0.652, 2.035, -0.911], [1.197, 3.537, -1.608], [2.231, 1.576, -3.355], [1.360, 0.102, -6.465], [2.236, 1.382, -5.630], [1.938, -0.174, -4.824], [-0.840, 0.493, -6.682], [-4.255, 1.600, -5.635], [-3.242, 1.770, -7.065], [-3.533, 0.170, -6.369], [-3.231, 2.252, -3.665], [-2.474, 3.061, -1.763], [-1.277, 2.011, -1.051], [-0.825, 3.617, -1.691], [6.178, 0.951, -2.505], [4.732, 1.836, -2.959], [5.618, 2.263, -1.480], [5.838, -1.102, -1.691], [-1.623, -1.995, 6.613], [-1.432, -2.221, 5.130], [-2.752, -1.396, 4.069], [-4.455, -2.072, 4.481], [-4.576, -3.564, 4.283], [-2.731, 0.466, 4.308], [-1.407, 1.103, 3.964], [-2.488, -1.688, 2.256], [-1.521, -2.427, 1.617], [-1.772, -2.329, 0.248], [-2.882, -1.532, 0.108], [-3.331, -1.131, 1.334], [-0.846, -2.482, 7.210], [-1.603, -0.929, 6.855], [-2.588, -2.383, 6.951], [-0.471, -1.833, 4.785], [-1.455, -3.285, 4.880], [-4.688, -1.779, 5.507], [-5.139, -1.529, 3.825], [-5.576, -3.932, 4.531], [-4.371, -3.842, 3.247], [-3.864, -4.109, 4.907], [-3.530, 0.839, 3.664], [-3.024, 0.669, 5.341], [-1.419, 2.185, 4.116], [-0.596, 0.696, 4.573], [-1.141, 0.921, 2.919], [-0.729, -2.977, 2.096], [-1.210, -2.792, -0.548], [-3.345, -1.260, -0.833]], "forces_ev_per_angstrom": [[0.247, -0.355, -0.018], [-0.044, 0.065, -0.075], [0.102, 0.243, -0.138], [0.341, -0.018, -0.251], [-0.485, 0.295, 0.187], [-0.107, -0.064, -0.082], [0.474, 0.080, -0.440], [-0.188, 0.140, 0.053], [0.462, -0.458, 0.417], [-0.955, 0.382, 0.384], [0.244, -0.009, 0.147], [-0.175, -0.166, -0.404], [0.249, -0.148, -0.170], [0.628, -0.082, 0.062], [-0.088, 0.035, 0.034], [-0.391, 0.119, 0.128], [0.189, 0.112, 0.295], [-0.364, 0.041, 0.109], [-0.330, 0.367, 0.119], [-0.110, -0.259, 0.069], [0.354, 0.185, -0.213], [-0.136, 0.142, 0.024], [-0.097, -0.022, 0.077], [-0.029, -0.087, -0.074], [0.071, -0.070, 0.091], [-0.197, -0.130, 0.169], [-0.069, -0.012, 0.105], [-0.104, -0.114, 0.093], [-0.095, -0.069, -0.025], [-0.135, -0.173, 0.267], [0.045, -0.038, -0.124], [0.048, 0.138, -0.065], [0.004, -0.029, 0.060], [-0.152, 0.097, -0.089], [-0.111, 0.084, -0.093], [0.314, -0.247, -0.232], [-0.027, 0.121, 0.183], [0.034, -0.069, 0.049], [0.080, 0.076, -0.027], [0.084, -0.112, -0.234], [0.061, -0.030, -0.032], [0.083, -0.075, -0.090], [0.085, -0.041, -0.105], [-0.212, 0.109, 0.127], [0.005, -0.139, -0.207], [0.137, 0.046, 0.077], [0.027, -0.127, 0.147], [-0.110, 0.000, 0.061], [0.076, 0.181, -0.052], [-0.021, 0.108, -0.121], [0.226, -0.054, -0.106], [-0.098, 0.095, 0.473], [-0.074, -0.010, -1.071], [-0.528, 0.262, 0.680], [0.402, 0.642, -0.013], [-0.144, -0.528, -0.043], [-0.418, -0.550, 0.059], [0.399, 0.348, -0.050], [0.925, -0.617, 0.032], [-0.397, 0.367, 1.118], [-0.791, 0.560, -1.081], [1.110, -0.735, -0.192], [0.245, -0.216, -0.879], [-0.094, 0.056, -0.093], [0.012, -0.039, 0.032], [0.053, 0.008, 0.018], [0.180, -0.097, 0.096], [0.150, -0.100, 0.090], [-0.141, -0.016, 0.038], [-0.215, -0.012, 0.053], [0.084, 0.005, -0.025], [-0.009, -0.014, 0.004], [-0.028, -0.023, 0.021], [-0.064, 0.205, 0.044], [-0.017, 0.154, 0.017], [0.039, -0.045, -0.009], [0.022, 0.032, 0.017], [0.010, -0.023, -0.047], [0.011, -0.020, 0.103], [-0.108, 0.038, -0.073], [-0.452, 0.305, 0.613]]}

=====

(2)
{"formula": "C32H48N6O2STa", "method": "the ωB97M-V functional and the def2-TZVPD basis", "multiplicity": 1, "homo_lumo_gap_ev": 6.584, "charge": 3, "elements": ["Ta", "C", "C", "C", "C", "C", "C", "C", "C", "C", "C", "C", "C", "N", "C", "C", "N", "C", "C", "C", "C", "C", "C", "C", "C", "C", "C", "C", "C", "H", "H", "H", "H", "H", "H", "H", "H", "H", "H", "H", "H", "H", "H", "H", "H", "H", "H", "H", "H", "H", "H", "H", "H", "H", "H", "H", "H", "H", "H", "H", "H", "H", "H", "H", "H", "S", "C", "N", "C", "C", "C", "N", "H", "H", "H", "H", "C", "O", "H", "H", "H", "H", "N", "C", "N", "O", "H", "H", "H", "H"], "coordinates": [[-0.281, 0.651, -0.420], [0.739, 4.677, 1.041], [1.085, 3.197, 1.174], [2.577, 2.959, 0.899], [0.721, 2.579, 2.501], [1.178, 3.192, 3.661], [1.012, 2.591, 4.897], [0.469, 1.319, 4.976], [-0.004, 0.665, 3.846], [-0.384, -0.806, 3.961], [0.855, -1.617, 4.362], [-1.529, -1.051, 4.944], [0.040, 1.363, 2.627], [-0.671, 0.823, 1.496], [-1.953, 0.317, 1.728], [-2.447, -0.513, 0.798], [-1.625, -0.813, -0.296], [-2.026, -1.960, -1.093], [-2.485, -3.118, -0.438], [-3.132, -4.076, -1.208], [-3.265, -3.931, -2.579], [-2.666, -2.858, -3.215], [-2.021, -1.867, -2.487], [-1.286, -0.793, -3.241], [-2.170, 0.018, -4.182], [-0.078, -1.393, -3.969], [-2.166, -3.456, 1.016], [-1.274, -4.708, 1.058], [-3.408, -3.686, 1.880], [0.996, 5.041, 0.045], [1.307, 5.270, 1.757], [-0.320, 4.858, 1.217], [0.538, 2.679, 0.353], [3.179, 3.440, 1.670], [2.867, 3.386, -0.064], [2.816, 1.894, 0.907], [1.691, 4.143, 3.599], [1.361, 3.090, 5.791], [0.433, 0.816, 5.934], [-0.692, -1.178, 2.981], [1.201, -1.347, 5.360], [1.681, -1.449, 3.667], [0.616, -2.682, 4.373], [-1.236, -0.792, 5.962], [-1.808, -2.106, 4.943], [-2.419, -0.469, 4.697], [-2.472, 0.578, 2.638], [-3.429, -0.959, 0.862], [-3.523, -4.963, -0.726], [-3.793, -4.678, -3.156], [-2.698, -2.795, -4.295], [-0.842, -0.080, -2.509], [-2.514, -0.608, -5.005], [-1.616, 0.855, -4.612], [-3.048, 0.407, -3.666], [-0.413, -2.077, -4.749], [0.560, -1.958, -3.285], [0.514, -0.612, -4.450], [-1.598, -2.632, 1.463], [-1.840, -5.595, 0.772], [-0.902, -4.872, 2.071], [-0.428, -4.638, 0.372], [-3.997, -4.520, 1.499], [-4.058, -2.811, 1.923], [-3.112, -3.934, 2.900], [-1.803, 2.327, -1.551], [-2.630, 3.354, -0.399], [-3.509, 4.236, -0.934], [-4.219, 5.097, -0.176], [-4.043, 5.078, 1.179], [-3.127, 4.153, 1.674], [-2.437, 3.312, 0.901], [-3.634, 4.246, -1.942], [-4.898, 5.763, -0.691], [-4.587, 5.751, 1.825], [-2.933, 4.085, 2.739], [1.398, 2.249, -2.927], [1.262, 1.152, -1.962], [1.607, 1.833, -3.909], [2.201, 2.909, -2.610], [0.456, 2.784, -2.944], [2.073, 0.629, -1.948], [3.279, -1.679, 0.372], [1.970, -1.524, 0.260], [1.148, -2.543, 0.445], [1.517, -0.348, -0.031], [3.704, -2.562, 0.612], [3.885, -0.881, 0.276], [1.482, -3.468, 0.666], [0.150, -2.412, 0.362]], "forces_ev_per_angstrom": [[-0.519, -0.812, 0.763], [-0.040, -0.019, -0.078], [0.305, 0.009, -0.063], [-0.048, 0.029, -0.092], [-0.091, 0.109, -0.032], [0.018, -0.013, 0.011], [0.022, -0.033, -0.018], [0.006, 0.039, 0.005], [0.001, -0.124, 0.040], [-0.030, 0.062, 0.074], [-0.021, -0.013, -0.035], [-0.021, -0.015, -0.052], [-0.041, -0.209, -0.073], [0.664, 0.161, -0.439], [-0.070, 0.014, -0.022], [-0.106, 0.030, 0.022], [0.861, 0.013, -0.330], [0.064, 0.029, 0.228], [0.080, -0.026, 0.058], [-0.003, 0.017, 0.000], [0.004, -0.029, 0.028], [0.005, -0.023, -0.028], [-0.059, 0.044, -0.041], [0.116, -0.064, -0.235], [-0.010, 0.079, 0.093], [0.028, 0.113, 0.026], [-0.073, -0.042, -0.054], [-0.040, 0.029, 0.083], [0.013, 0.058, 0.049], [0.000, 0.009, 0.011], [0.003, -0.009, -0.009], [0.013, 0.017, 0.037], [-0.237, 0.006, -0.064], [0.008, -0.001, -0.014], [0.015, 0.000, 0.016], [0.017, 0.003, 0.037], [-0.010, -0.007, 0.004], [0.000, -0.012, -0.004], [0.002, 0.005, -0.010], [-0.004, 0.024, -0.024], [0.009, -0.007, -0.014], [0.007, -0.001, 0.018], [0.011, 0.005, 0.011], [-0.016, 0.009, -0.008], [0.011, 0.005, 0.027], [0.006, 0.000, 0.017], [-0.019, 0.206, -0.072], [-0.020, 0.054, -0.174], [0.011, -0.004, -0.025], [0.020, -0.006, 0.003], [-0.002, 0.005, 0.012], [-0.085, 0.173, 0.109], [0.005, 0.005, 0.003], [0.001, -0.027, -0.042], [-0.005, -0.009, -0.017], [0.014, -0.009, 0.016], [0.002, -0.019, -0.018], [-0.009, -0.016, -0.020], [-0.026, 0.011, 0.016], [0.030, -0.002, -0.012], [-0.004, -0.007, -0.013], [-0.039, -0.057, -0.038], [-0.002, 0.026, -0.009], [-0.002, -0.021, -0.022], [-0.016, -0.006, -0.008], [0.052, 0.054, 0.299], [0.135, -0.099, 0.023], [-0.066, 0.052, -0.059], [-0.013, 0.010, -0.082], [0.018, -0.008, 0.087], [0.038, -0.043, -0.013], [-0.051, 0.019, 0.048], [-0.011, 0.002, -0.008], [0.016, -0.012, -0.038], [-0.004, -0.012, -0.006], [0.009, 0.000, -0.004], [-0.002, 0.088, -0.175], [-0.482, 0.378, 0.107], [0.008, -0.062, 0.020], [0.018, -0.033, 0.062], [-0.003, -0.014, 0.028], [0.032, -0.068, 0.155], [0.047, 0.121, -0.038], [-0.001, -0.158, 0.368], [-0.015, 0.069, -0.071], [-0.420, -0.035, -0.358], [-0.026, -0.018, 0.008], [0.004, 0.007, 0.018], [0.016, 0.004, 0.019], [-0.006, -0.001, 0.004]]}